Density functional theory data (ωB97M-V/def2-TZVPD) for a cluster of 9 separate species, C49H118N8O10 in total at a distorted geometry.

Structure (XYZ):
```
185
Properties=species:S:1:pos:R:3:forces:R:3
C 30.9659 6.7333 -11.9160 0.1178 0.9062 0.8460
C 30.6653 7.8783 -12.9163 -0.6516 -0.7471 0.5472
C 30.8691 9.2356 -12.2225 0.0835 -0.4854 0.0616
C 31.6446 7.7554 -14.0924 0.6972 -0.7028 0.2406
C 31.3466 6.6336 -15.0844 -1.2057 0.4434 0.1161
C 29.8888 6.8370 -15.5373 0.6883 -0.2276 -0.2609
C 28.8631 6.8760 -14.4042 -0.8531 -0.1337 0.0728
C 27.5660 7.4111 -15.0440 -0.3577 0.4484 0.4230
C 28.5460 5.4634 -13.8677 -0.2992 0.2066 -0.4250
N 29.2721 7.8133 -13.3689 1.1328 1.0994 -1.2844
O 28.3656 7.9574 -12.3024 -0.0491 -0.2411 -0.2715
H 31.8481 7.0046 -11.3255 0.2786 -0.2218 -0.3149
H 30.1907 6.7141 -11.1456 -0.2831 -0.2742 -0.3133
H 31.1037 5.7555 -12.3686 -0.0541 -0.0105 -0.0373
H 30.4194 10.0152 -12.8364 0.3034 0.1319 -0.1024
H 30.4026 9.2906 -11.2388 -0.1155 -0.2209 -0.0358
H 31.9411 9.3716 -12.0696 -0.0082 0.3180 -0.1424
H 31.7969 8.7025 -14.6111 -0.0722 0.0676 0.0712
H 32.5670 7.4247 -13.6016 0.3006 0.7266 -0.1075
H 32.0023 6.6607 -15.9542 0.1357 0.1492 0.0673
H 31.5246 5.6744 -14.5937 -0.2684 -0.1166 -0.0799
H 29.5906 6.0874 -16.2779 -0.1077 -0.2492 0.2526
H 29.8281 7.7673 -16.1100 0.0561 0.2154 0.2423
H 27.5808 8.4620 -15.3421 0.7125 -0.0314 -0.0683
H 26.7451 7.4040 -14.3200 -0.1227 -0.6247 -0.1535
H 27.3445 6.8526 -15.9544 -0.3024 -0.1991 0.1936
H 29.4201 4.8761 -13.5905 0.0470 0.0236 -0.0441
H 27.9914 4.9590 -14.6647 0.1821 -0.3016 0.0784
H 27.8610 5.5240 -13.0211 0.1341 0.0963 0.1139
H 27.9312 8.7889 -12.5370 -0.3366 -0.1288 0.4050
C 17.0156 8.7455 -13.9466 -0.7171 0.3702 -0.0822
C 17.7425 7.4582 -13.5683 0.2738 0.7098 0.0639
C 18.9195 7.2906 -14.5399 0.4346 -0.6781 0.6968
C 18.2916 7.6992 -12.1658 0.8370 -0.2114 0.8353
C 18.9177 6.4448 -11.5614 -1.2944 -0.5124 0.1219
C 17.8161 5.3716 -11.4471 0.9057 -0.1716 -0.2654
C 17.0719 5.0975 -12.7749 0.5160 -0.7941 0.1066
C 17.9227 4.1343 -13.6241 0.4447 0.4373 -0.8714
C 15.7594 4.4079 -12.4157 -0.1895 0.3563 0.2197
N 16.7950 6.3551 -13.4635 -0.6660 0.5133 0.9519
O 15.9901 6.1845 -14.6097 0.3750 -0.0848 -0.2950
H 16.1063 8.9075 -13.3581 -0.0245 -0.3452 0.0307
H 17.6197 9.6250 -13.7162 0.3211 -0.1464 -0.2036
H 16.7296 8.7813 -14.9991 0.0943 -0.0547 -0.0017
H 19.6557 8.0849 -14.3905 -0.3612 0.4405 -0.3974
H 19.5114 6.4265 -14.2315 -0.2113 -0.1903 -0.4054
H 18.6005 7.1853 -15.5738 0.1003 0.0523 -0.0497
H 19.0743 8.4629 -12.1729 -0.1822 0.1969 -0.2976
H 17.5027 8.0743 -11.5087 -0.1266 -0.0900 -0.0531
H 19.7529 6.1197 -12.1819 0.0908 -0.1255 0.2356
H 19.2301 6.5807 -10.5262 0.4844 0.4157 -0.2002
H 17.1863 5.6295 -10.5916 -0.4875 0.3183 -0.4238
H 18.2671 4.4288 -11.1199 0.0208 -0.0654 -0.1974
H 18.8264 4.6315 -13.9876 0.0516 -0.0554 0.2714
H 17.4096 3.8721 -14.5527 -0.2480 -0.1471 0.1834
H 18.2494 3.2278 -13.1157 -0.2892 -0.0100 0.1728
H 15.9217 3.3931 -12.0528 0.1779 0.0302 0.0722
H 15.0684 4.3393 -13.2543 0.0572 0.0820 -0.0315
H 15.3289 5.0037 -11.6074 -0.4133 -0.1837 -0.1086
H 15.1417 6.5581 -14.3463 0.0273 -0.0210 -0.0566
C 25.1035 3.5484 -13.8922 -0.2381 -1.1152 0.2630
C 23.7496 4.2266 -14.0877 0.6496 1.1497 -0.1605
C 22.5789 3.2472 -14.0353 0.3035 -0.3191 -1.3057
C 23.6429 5.2455 -12.9247 -0.9638 0.5565 -0.0881
C 22.6892 6.4120 -13.2088 0.7082 -0.1925 -0.9156
C 23.1620 7.0833 -14.4974 0.0237 -0.0185 -0.0845
C 23.2369 6.1875 -15.7305 -1.5465 -0.4732 0.2540
C 21.7839 5.9624 -16.2478 0.4636 0.3116 -0.0939
C 24.0725 6.8726 -16.7887 -0.1097 -0.2120 -0.8448
N 23.8751 4.9234 -15.3816 0.7968 1.0497 0.8142
O 24.0148 4.0656 -16.4769 -0.0089 -0.2644 -0.0917
H 25.1337 3.0743 -12.9054 0.0649 -0.0967 -0.0333
H 25.2420 2.7691 -14.6458 -0.0371 -0.0366 0.0641
H 25.9474 4.2313 -13.9626 -0.2273 0.2786 -0.0178
H 22.7793 2.4766 -14.7890 0.2008 -0.3319 0.4419
H 22.4485 2.8262 -13.0420 -0.1902 -0.1168 -0.0486
H 21.6687 3.6640 -14.4702 -0.1481 0.3853 0.6916
H 23.2528 4.6991 -12.0630 0.3423 -0.0723 0.1339
H 24.5943 5.7131 -12.6613 0.2671 -0.3771 -0.1140
H 21.6638 6.0520 -13.3135 -0.0757 0.1838 0.1568
H 22.7761 7.1892 -12.4469 -0.3835 -0.2878 0.3792
H 24.1737 7.4770 -14.3478 -0.0665 0.1679 0.2217
H 22.4863 7.9042 -14.7508 0.2025 0.1780 -0.0096
H 21.2858 6.9158 -16.4451 0.1203 0.0489 -0.1144
H 21.1805 5.4532 -15.4977 0.0264 -0.1830 -0.1087
H 21.8226 5.3907 -17.1750 -0.1661 -0.1652 0.0853
H 23.6231 7.7707 -17.2124 -0.1295 0.2003 0.5772
H 24.1222 6.2027 -17.6524 0.4125 -0.1070 0.0982
H 25.0652 7.0915 -16.3944 0.0428 -0.0449 -0.1442
H 24.9580 4.1806 -16.7593 -0.3892 -0.2740 0.0756
C 26.5215 14.0088 -16.7504 -0.1676 -0.4525 0.3569
O 26.4947 12.6012 -16.9200 0.4047 0.0655 -0.7931
C 27.0813 12.2177 -18.1692 -0.3756 0.9029 -0.1181
C 27.2034 10.7187 -18.2188 -0.1318 -1.4468 0.5829
C 25.8417 10.0823 -17.8626 0.1276 1.2468 0.2079
N 28.2459 10.2052 -17.3051 -0.0108 0.3569 -0.0809
H 27.5458 14.3577 -16.5793 -0.0483 0.0245 0.1889
H 25.8754 14.1561 -15.8854 0.2157 0.4967 0.0022
H 26.1296 14.5642 -17.6089 -0.1709 -0.2132 -0.0657
H 26.4612 12.6211 -18.9806 -0.2338 -0.2326 -0.0657
H 28.0357 12.7436 -18.2952 0.2884 -0.2941 0.1662
H 27.5137 10.3308 -19.1907 -0.1073 0.5371 -0.2916
H 25.5730 10.4893 -16.8870 0.0498 -0.5003 0.2544
H 25.7989 8.9991 -17.8406 0.2145 -0.0189 -0.1592
H 25.0662 10.5114 -18.5021 0.0055 -0.3573 -0.2841
H 29.1214 10.6345 -17.5942 0.0860 -0.1741 0.1176
H 28.0771 10.5577 -16.3656 -0.0935 -0.0476 -0.0237
C 23.9155 6.4338 -9.3560 1.1882 -0.4129 0.0330
O 22.9895 7.0174 -8.4786 0.1075 0.0327 -0.6936
C 21.8395 7.4523 -9.1836 -0.7664 0.4722 1.6090
C 21.0073 8.2402 -8.1612 -0.1010 -0.2550 0.9410
C 20.5275 7.3554 -6.9873 0.9861 0.1882 -0.2935
N 19.8769 8.9028 -8.8016 -0.2210 0.3031 -0.0816
H 23.6227 5.4289 -9.6766 -0.3220 0.1717 -0.3151
H 24.8914 6.2834 -8.8811 -0.3184 0.1280 0.5507
H 24.1830 7.0815 -10.1997 -0.5273 -0.0526 -0.2262
H 22.0779 8.0855 -10.0389 0.1152 -0.0434 -0.1309
H 21.1865 6.6226 -9.4742 0.3578 -0.2998 -0.4525
H 21.6221 8.9971 -7.6662 0.2353 0.1617 -0.5396
H 19.8643 6.5849 -7.3839 -0.2226 -0.0199 0.3594
H 20.0892 7.9952 -6.2210 -0.5585 -0.1190 -0.1938
H 21.3765 6.8955 -6.4746 -0.0223 -0.2449 -0.2873
H 19.5752 9.6565 -8.1923 0.0273 0.0912 -0.1641
H 19.0736 8.2788 -8.8209 0.1229 -0.0880 -0.1687
C 27.4618 0.0105 -15.9607 0.4791 0.2061 -0.6108
O 28.4004 0.9987 -16.3749 -0.2551 -0.4030 0.0546
C 27.8640 2.2922 -16.4188 0.0353 0.6291 -0.4370
C 27.0852 2.6339 -17.7065 1.1684 0.0200 -0.1224
C 28.0372 2.5257 -18.9268 -0.8880 -0.6268 0.4394
N 26.5840 4.0109 -17.5857 -0.0404 -0.2831 0.1544
H 26.6238 -0.0137 -16.6631 -0.3182 0.0818 0.3713
H 27.1789 0.2069 -14.9255 -0.3515 -0.1634 -0.0380
H 27.9517 -0.9572 -16.0570 0.1171 0.0500 0.2347
H 27.2338 2.5549 -15.5620 0.0671 -0.3043 0.1864
H 28.7494 2.9359 -16.4002 -0.1007 0.2337 0.0920
H 26.2325 1.9589 -17.8008 -0.0444 0.0480 -0.1484
H 28.9932 2.9985 -18.7067 0.0189 0.0656 -0.0542
H 27.5661 2.9989 -19.7894 0.1199 0.0310 -0.0876
H 28.1946 1.4740 -19.1725 0.2267 0.0645 -0.0225
H 27.3268 4.6062 -17.2283 -0.0453 0.1024 -0.1242
H 26.3724 4.3092 -18.5309 -0.0580 0.3946 0.1059
C 30.9194 2.2864 -7.8890 -0.0309 0.4200 -0.1894
O 29.7405 1.8783 -8.5544 0.3727 0.1194 0.0357
C 29.1997 2.9160 -9.3243 -1.3693 -0.4156 -1.6593
C 27.7066 2.6379 -9.5596 -1.4914 0.9744 1.0823
C 27.0475 3.7068 -10.4330 0.8729 0.4375 -0.3934
N 26.9736 2.5609 -8.2858 0.1384 -0.4092 0.2866
H 31.7010 2.5874 -8.5965 0.0160 -0.1749 -0.0627
H 31.2850 1.4734 -7.2682 -0.1068 -0.0416 0.0024
H 30.6995 3.1740 -7.2830 0.0891 -0.1415 0.2131
H 29.3280 3.9048 -8.8767 -0.0593 0.0007 0.3057
H 29.5714 2.9845 -10.3585 0.9013 -0.1689 0.2302
H 27.4548 1.7242 -10.1029 0.8253 -0.3780 0.2621
H 27.2735 4.7350 -10.1283 0.2383 -0.0698 0.0965
H 25.9619 3.6697 -10.4921 -0.0074 -0.5347 0.1309
H 27.4676 3.5553 -11.4323 -0.2551 0.3647 -0.1381
H 27.4761 1.9150 -7.6806 -0.1509 -0.0370 -0.0354
H 27.0033 3.4477 -7.7901 -0.0022 0.1157 -0.2164
C 22.1338 9.3982 -19.1118 0.3990 0.1521 1.2684
O 22.4531 9.6297 -17.7360 -0.2035 -0.0764 0.1799
C 21.6749 10.6521 -17.1467 -0.5221 0.6273 -1.0636
C 22.2191 11.0437 -15.7887 0.4142 0.3339 -0.1637
C 21.1682 11.6976 -14.8932 0.4916 -0.3130 0.5740
N 23.3166 11.9990 -15.9195 0.1939 0.7700 -0.0674
H 22.6754 10.1445 -19.6996 -0.3108 -0.0714 -0.3561
H 21.0492 9.4524 -19.2297 0.0392 -0.0169 -0.3775
H 22.5012 8.3934 -19.3139 -0.0864 0.0514 -0.3010
H 21.6211 11.5079 -17.8390 0.6673 0.3653 0.2541
H 20.5993 10.4185 -17.1504 0.0700 -0.7829 0.6099
H 22.5983 10.1370 -15.3004 -0.4014 -0.2670 -0.0390
H 20.2613 11.0964 -14.8334 -0.0775 0.1186 0.0040
H 20.9627 12.7403 -15.1316 -0.1387 -0.1257 -0.5131
H 21.6157 11.7437 -13.8942 -0.2085 -0.1069 0.1089
H 23.7088 12.2537 -15.0201 -0.1191 -0.1385 0.0934
H 24.1030 11.7530 -16.5056 -0.2556 -0.4030 -0.1400
O 24.1741 12.3506 -12.5962 0.3209 0.0672 -0.7136
C 24.0036 11.1611 -11.8465 -0.0474 -0.3087 0.2010
C 24.7455 10.0011 -12.4893 -0.0619 0.2439 0.0123
O 26.1442 10.1092 -12.2561 0.2216 0.0730 -0.2855
H 23.4289 12.9502 -12.5322 -0.1449 -0.1256 0.2565
H 24.4619 11.3247 -10.8655 -0.2752 -0.2073 0.1420
H 22.9541 10.8665 -11.7385 -0.0327 0.2397 0.0101
H 24.5532 9.9305 -13.5664 -0.1804 0.1022 0.0462
H 24.3935 9.0766 -12.0280 0.1985 -0.0373 0.0589
H 26.4264 10.9015 -12.7317 0.0766 -0.0515 0.1218
```
Forces are in eV/Å.

## Properties
E_LUMO, eV: 0.5
Spin multiplicity: 1
DFT total energy, eV: -85116.1112
HOMO-LUMO gap, eV: 7.82
F_max, eV Å⁻¹: 2.19
HOMO energy, eV: -7.32
SMILES string: CC1(C)CCCC(C)(C)N1O.CC1(C)CCCC(C)(C)N1O.CC1(C)CCCC(C)(C)N1O.COC[C@H](C)N.COC[C@H](C)N.COC[C@H](C)N.COC[C@H](C)N.COC[C@H](C)N.OCCO

Mulliken atomic charge list, values in e, 99 entries: C -1.844; C 1.619; C -2.030; C -1.426; C -0.865; C -1.298; C 2.414; C -1.922; C -1.013; N 0.903; O -0.441; H 0.533; H 0.290; H 0.357; H 0.408; H 0.351; H 0.470; H 0.387; H 0.449; H 0.458; H 0.375; H 0.220; H 0.443; H 0.052; H 0.382; H 0.007; H 0.362; H -0.312; H 0.280; H 0.306; C -2.217; C 2.208; C -0.485; C -1.710; C 2.010; C -1.878; C 1.808; C -1.281; C -1.998; N 0.370; O -0.511; H 0.504; H 0.306; H 0.399; H 0.066; H -0.885; H 0.564; H 0.414; H 0.462; H -0.672; H -0.604; H 0.349; H 0.454; H 0.044; H 0.368; H 0.403; H 0.377; H 0.390; H 0.435; H 0.347; C -2.044; C 1.954; C -1.881; C -1.857; C 1.042; C 0.027; C 2.002; C -1.402; C -0.914; N 1.604; O -0.655; H 0.409; H 0.535; H 0.076; H 0.378; H 0.415; H 0.239; H 0.525; H 0.232; H -0.941; H 0.302; H -0.606; H -0.230; H 0.100; H -0.167; H 0.532; H -0.876; H 0.851; H -0.151; H 0.456; C -0.892; O -0.141; C -1.023; C -0.101; C -0.159; N -0.412; H 0.339; H 0.160; H 0.349